A molecular structure, ArH26O13 at a distorted geometry. Source: the OMol25 dataset; level of theory: ωB97M-V/def2-TZVPD.

Each line ends with the Löwdin charge.
CARTESIAN COORDINATES (ANGSTROEM)
Ar 0.432 0.002 0.106  0.2383
O -2.709 0.591 2.673  -0.0358
H -2.659 0.399 3.610  0.0534
H -2.357 -0.192 2.249  -0.0133
O -1.347 -2.010 2.170  -0.0535
H -1.998 -2.530 2.641  0.0787
H -0.544 -2.109 2.682  0.0785
O -0.507 -3.863 -0.145  -0.0301
H -1.317 -4.369 -0.211  0.0598
H -0.698 -3.188 0.507  -0.0053
O -1.316 2.487 -2.320  -0.0557
H -1.754 1.640 -2.238  -0.0189
H -2.005 3.086 -2.606  0.0393
O 3.719 0.714 -0.857  -0.0672
H 3.164 0.217 -1.459  -0.0195
H 3.848 0.128 -0.111  -0.0266
O 2.059 -0.611 -2.896  -0.0620
H 1.776 0.301 -2.963  0.0441
H 1.246 -1.109 -2.816  -0.0268
O 3.672 -1.426 0.948  -0.0458
H 3.249 -1.189 1.773  0.0424
H 4.592 -1.196 1.075  0.0538
O -0.197 -2.030 -2.342  -0.0648
H -0.273 -2.573 -1.558  0.0079
H -0.394 -2.624 -3.066  0.0818
O -0.672 2.678 2.403  -0.0480
H -0.720 3.120 3.251  0.0553
H -1.301 1.960 2.471  -0.0049
O 0.291 3.662 0.123  -0.0811
H -0.244 3.459 -0.644  -0.0165
H -0.027 3.066 0.802  -0.0528
O -2.299 -0.133 -2.718  -0.0587
H -1.522 -0.692 -2.705  -0.0042
H -2.830 -0.442 -1.984  0.0006
O 3.861 3.039 1.192  -0.0537
H 3.614 2.261 0.693  -0.0161
H 3.233 3.072 1.913  0.0200
O -2.885 -1.219 -0.246  -0.0393
H -2.468 -1.534 0.556  -0.0152
H -3.715 -0.843 0.047  0.0623

## Properties
maximum force = 0.020 Eh/bohr
energy relative to the best compared isomer or geometry (same formula, charge and spin) = 21.30 kcal/mol
LUMO = -1.03 eV


A molecular structure, C27H72AlClF2N10O20P3S2 at a distorted geometry. Source: the OMol25 dataset; level of theory: ωB97M-V/def2-TZVPD.

Each line ends with the Löwdin charge.
CARTESIAN COORDINATES (ANGSTROEM)
Al -3.291 1.111 -0.519  1.0787
N -0.523 1.548 -0.328  -0.2742
S 0.316 0.464 0.439  0.4373
O 0.924 0.771 1.711  -0.2761
O 1.060 -0.409 -0.431  -0.2769
F -1.007 -0.394 0.793  -0.2457
S 0.828 2.572 -0.598  0.5585
O 1.709 2.167 -1.656  -0.2540
O 1.362 3.340 0.486  -0.2630
F -0.079 3.663 -1.374  -0.2102
Cl -3.987 -2.028 1.796  0.6643
O -3.221 -0.927 2.321  -0.3309
O -3.161 -2.880 0.959  -0.2926
O -4.610 -2.820 2.817  -0.2964
O -5.031 -1.413 0.993  -0.3131
O 5.391 -4.534 -0.702  -0.2680
P 4.836 -4.436 -2.075  0.5369
N 5.402 -3.116 -2.973  -0.2833
C 4.747 -2.588 -4.157  -0.1115
C 6.765 -2.687 -2.709  -0.0921
N 3.158 -4.210 -2.064  -0.2564
C 2.395 -5.233 -1.324  -0.0646
C 2.640 -2.845 -1.829  -0.0765
N 4.981 -5.855 -2.949  -0.2965
C 4.404 -5.899 -4.293  -0.1076
C 6.237 -6.623 -2.762  -0.0713
H 4.768 -1.496 -4.192  0.0930
H 3.743 -2.990 -4.229  0.0661
H 5.355 -2.889 -5.021  0.0934
H 6.921 -2.450 -1.657  0.0843
H 7.001 -1.773 -3.254  0.0888
H 7.491 -3.451 -3.003  0.0820
H 2.626 -5.056 -0.270  0.0715
H 1.332 -5.139 -1.530  0.0875
H 2.757 -6.215 -1.617  0.0812
H 2.733 -2.678 -0.750  0.0932
H 3.253 -2.069 -2.279  0.0738
H 1.614 -2.734 -2.170  0.0864
H 3.596 -5.196 -4.464  0.0669
H 5.185 -5.739 -5.044  0.0870
H 4.017 -6.907 -4.458  0.0894
H 6.230 -7.428 -3.493  0.0851
H 6.223 -7.064 -1.769  0.0834
H 7.084 -5.948 -2.879  0.0755
O 1.116 -2.473 1.986  -0.2111
P 1.196 -2.691 3.433  0.6146
N -0.380 -3.121 4.101  -0.1242
C -0.547 -3.596 5.464  -0.0414
C -1.555 -2.693 3.401  -0.0608
N 1.633 -1.407 4.387  -0.2571
C 0.665 -0.334 4.705  -0.0668
C 3.032 -0.989 4.468  -0.0730
N 2.212 -3.954 3.872  -0.2665
C 2.944 -4.663 2.814  -0.0658
C 2.653 -4.239 5.227  -0.1076
H -1.596 -3.736 5.714  0.1066
H -0.222 -2.775 6.116  0.0976
H 0.024 -4.500 5.658  0.0937
H -2.426 -3.234 3.768  0.1036
H -1.484 -2.715 2.312  0.0648
H -1.729 -1.626 3.652  0.1368
H 0.050 -0.701 5.533  0.0740
H 1.227 0.520 5.066  0.0930
H -0.004 -0.045 3.894  0.0708
H 3.690 -1.842 4.654  0.0686
H 3.432 -0.485 3.587  0.1023
H 3.219 -0.369 5.344  0.0939
H 3.320 -3.983 2.051  0.0816
H 3.709 -5.287 3.268  0.0935
H 2.288 -5.361 2.286  0.0873
H 2.015 -3.763 5.966  0.0669
H 3.686 -3.916 5.387  0.0910
H 2.643 -5.316 5.410  0.0998
O -3.256 3.995 -0.237  -0.3535
P -3.063 5.398 -0.611  0.5448
N -1.984 6.335 0.274  -0.2861
C -0.592 6.444 -0.082  -0.1221
C -2.225 6.597 1.685  -0.0867
N -4.522 6.214 -0.406  -0.2683
C -4.648 7.662 -0.359  -0.0858
C -5.767 5.423 -0.443  -0.0711
N -2.691 5.723 -2.212  -0.2648
C -3.163 4.844 -3.292  -0.0855
C -2.246 7.026 -2.721  -0.0990
H -0.227 7.437 0.207  0.0946
H -0.252 6.274 -1.100  0.0765
H 0.028 5.745 0.493  0.0743
H -3.280 6.598 1.948  0.0811
H -1.835 7.598 1.897  0.0922
H -1.642 5.932 2.327  0.0760
H -5.623 8.040 -0.658  0.0894
H -4.287 8.012 0.609  0.0741
H -4.022 8.147 -1.116  0.0651
H -5.793 4.817 0.461  0.0867
H -6.636 6.059 -0.578  0.0824
H -5.740 4.784 -1.330  0.0763
H -4.148 5.183 -3.634  0.0910
H -2.540 4.883 -4.184  0.0927
H -3.249 3.835 -2.898  0.0617
H -2.022 7.641 -1.851  0.0621
H -3.066 7.515 -3.253  0.0911
H -1.358 6.893 -3.336  0.0950
C -0.215 3.515 3.239  -0.0056
O -1.348 3.237 4.094  -0.0117
C -2.443 2.731 3.563  -0.6104
O -2.597 2.339 2.437  0.0872
O -3.405 2.567 4.476  0.0049
C -3.144 2.524 5.857  -0.0548
H -0.499 3.586 2.194  0.0694
H 0.349 2.592 3.353  0.0753
H 0.317 4.403 3.563  0.1017
H -4.115 2.371 6.328  0.0982
H -2.658 3.405 6.274  0.0964
H -2.564 1.621 6.077  0.0926
C 0.383 0.365 -3.724  -0.0325
O -0.338 1.372 -4.411  0.0424
C -1.628 1.483 -4.190  -0.6104
O -2.245 0.971 -3.292  0.0075
O -2.207 2.172 -5.178  0.0021
C -3.602 1.951 -5.348  -0.0389
H 1.428 0.546 -3.972  0.1012
H 0.160 -0.614 -4.163  0.1018
H 0.283 0.314 -2.642  0.0584
H -4.242 2.385 -4.583  0.0863
H -3.822 0.882 -5.359  0.0957
H -3.821 2.326 -6.344  0.1017
C -2.597 -2.237 -4.101  -0.0470
O -1.669 -2.860 -3.256  0.0192
C -1.431 -2.409 -2.035  -0.6022
O -1.843 -1.365 -1.589  0.0545
O -0.764 -3.335 -1.387  0.0319
C -0.213 -3.020 -0.114  -0.1006
H -2.318 -2.512 -5.117  0.0999
H -2.558 -1.147 -4.039  0.0646
H -3.659 -2.452 -3.967  0.1049
H 0.081 -3.937 0.403  0.0954
H -0.918 -2.565 0.572  0.0378
H 0.721 -2.482 -0.237  0.0295

## Properties
maximum force = 0.091 Eh/bohr
total charge = +1
LUMO = -8.54 eV


A molecular structure, C5H7NO. Source: the OMol25 dataset; level of theory: ωB97M-V/def2-TZVPD.

Each line ends with the Löwdin charge.
CARTESIAN COORDINATES (ANGSTROEM)
C 2.507 0.040 0.655  -0.1197
N 1.306 0.827 0.448  0.0602
C 0.264 0.295 0.011  -0.3575
O -0.017 -1.013 -0.415  0.0199
C -1.283 -0.548 -0.967  -0.2222
C -2.144 -0.165 0.170  -0.0321
C -1.082 0.799 -0.353  -0.0885
H 3.355 0.558 0.192  0.0731
H 2.710 -0.011 1.731  0.0770
H 2.449 -0.979 0.255  0.0740
H -1.571 -0.905 -1.944  0.1481
H -2.003 -0.866 0.980  0.1152
H -3.153 0.208 0.018  0.1120
H -1.339 1.759 -0.779  0.1405

## Properties
maximum force = 0.018 Eh/bohr
energy relative to the best compared isomer or geometry (same formula, charge and spin) = 62.40 kcal/mol
LUMO = 1.07 eV


2 unconnected molecules or ions with the total composition C2H2Cl6 at a distorted geometry. Source: the OMol25 dataset; level of theory: ωB97M-V/def2-TZVPD.

Each line ends with the Löwdin charge.
CARTESIAN COORDINATES (ANGSTROEM)
Cl -7.399 5.367 18.416  0.4864
C -7.132 6.977 17.639  -1.4516
Cl -6.062 7.926 18.694  0.5088
Cl -8.680 7.901 17.444  0.4858
H -6.674 6.793 16.668  0.0193
Cl -6.685 11.561 20.283  0.4789
C -5.689 10.419 21.270  -1.4558
Cl -6.817 9.413 22.286  0.4701
Cl -4.464 11.319 22.256  0.4885
H -5.112 9.738 20.644  -0.0305

## Properties
SMILES = ClC(Cl)Cl.ClC(Cl)Cl
maximum force = 0.026 Eh/bohr
energy relative to the best compared isomer or geometry (same formula, charge and spin) = 6.71 kcal/mol
LUMO = 0.34 eV


Computed values of calculated total energy (unit: eV) for the preceding records, in sequence: -41394.5983; -159091.7182; -8833.4971; -77240.5427.